The following is a DFT calculation (ωB97M-V/def2-TZVPD) of a cluster of 8 separate species, C32H60O24 in total.

Properties
F_max: 0.67 eV/A
Kohn-Sham gap: 10.588 eV
HOMO: -10.044 eV
Spin multiplicity: 1
DFT total energy: -3061.06082 a.u.
SMILES: C#CCCCOC(=O)OCCCCC.COC(=O)OC.COC(=O)OC.COC(=O)OC.COC(=O)OC.COC(=O)OC.COC(=O)OC.COC(=O)OC

Each atom is followed by the atoms it is bonded to, with distances in Å.
Positions of all 116 atoms, in Å:
1 C -2.082 2.222 -0.273  C2 1.200, H15 1.064
2 C -1.627 1.973 -1.354  C1 1.200, C3 1.468
3 C -0.953 1.756 -2.640  C2 1.468, C4 1.532, H16 1.093, H17 1.093
4 C -0.278 3.019 -3.186  C3 1.532, C5 1.517, H18 1.092, H19 1.090
5 C -1.214 3.987 -3.884  C4 1.517, O6 1.437, H20 1.091, H21 1.091
6 O -2.181 4.452 -2.928  C5 1.437, C7 1.328
7 C -3.094 5.287 -3.412  O6 1.328, O8 1.202, O9 1.351
8 O -3.125 5.708 -4.537  C7 1.202
9 O -3.994 5.601 -2.455  C7 1.351, C10 1.439
10 C -5.279 5.001 -2.700  O9 1.439, C11 1.530, H22 1.087, H23 1.094
11 C -5.186 3.486 -2.890  C10 1.530, C12 1.533, H24 1.093, H25 1.091
12 C -6.522 2.786 -2.613  C11 1.533, C13 1.547, H26 1.091, H27 1.094
13 C -6.409 1.244 -2.535  C12 1.547, C14 1.527, H28 1.093, H29 1.092
14 C -5.248 0.613 -3.299  C13 1.527, H30 1.092, H31 1.092, H32 1.089
15 H -2.466 2.504 0.679  C1 1.064
16 H -0.190 0.990 -2.480  C3 1.093
17 H -1.683 1.367 -3.355  C3 1.093
18 H 0.468 2.720 -3.926  C4 1.092
19 H 0.248 3.555 -2.396  C4 1.090
20 H -1.717 3.524 -4.734  C5 1.091
21 H -0.649 4.850 -4.238  C5 1.091
22 H -5.914 5.221 -1.845  C10 1.087
23 H -5.702 5.476 -3.590  C10 1.094
24 H -4.407 3.132 -2.210  C11 1.093
25 H -4.912 3.272 -3.924  C11 1.091
26 H -6.950 3.154 -1.679  C12 1.091
27 H -7.206 3.062 -3.421  C12 1.094
28 H -7.327 0.805 -2.931  C13 1.093
29 H -6.367 0.958 -1.482  C13 1.092
30 H -5.178 1.008 -4.315  C14 1.092
31 H -4.287 0.809 -2.818  C14 1.092
32 H -5.373 -0.468 -3.354  C14 1.089
33 C 0.139 -0.483 0.504  O34 1.431, H39 1.086, H40 1.085, H41 1.089
34 O 1.321 -0.521 1.311  C33 1.431, C35 1.331
35 C 2.398 -0.015 0.713  O34 1.331, O36 1.204, O37 1.334
36 O 2.441 0.453 -0.395  C35 1.204
37 O 3.425 -0.116 1.559  C35 1.334, C38 1.432
38 C 4.668 0.389 1.060  O37 1.432, H42 1.088, H43 1.088, H44 1.087
39 H -0.658 -0.920 1.099  C33 1.086
40 H -0.128 0.535 0.242  C33 1.085
41 H 0.281 -1.075 -0.400  C33 1.089
42 H 4.586 1.449 0.826  C38 1.088
43 H 4.976 -0.169 0.178  C38 1.088
44 H 5.391 0.239 1.857  C38 1.087
45 C 9.386 -3.165 4.587  O46 1.431, H51 1.086, H52 1.089, H53 1.088
46 O 8.159 -3.806 4.225  C45 1.431, C47 1.331
47 C 7.435 -3.138 3.329  O46 1.331, O48 1.205, O49 1.332
48 O 7.732 -2.086 2.823  C47 1.205
49 O 6.323 -3.831 3.089  C47 1.332, C50 1.429
50 C 5.453 -3.218 2.135  O49 1.429, H54 1.089, H55 1.088, H56 1.087
51 H 9.865 -3.811 5.317  C45 1.086
52 H 10.030 -3.050 3.717  C45 1.089
53 H 9.193 -2.192 5.035  C45 1.088
54 H 5.943 -3.130 1.166  C50 1.089
55 H 5.135 -2.238 2.484  C50 1.088
56 H 4.584 -3.864 2.045  C50 1.087
57 C -11.690 4.890 -5.937  O58 1.431, H63 1.086, H64 1.088, H65 1.088
58 O -10.335 4.881 -5.477  C57 1.431, C59 1.333
59 C -9.428 5.014 -6.445  O58 1.333, O60 1.202, O61 1.336
60 O -9.658 5.131 -7.619  C59 1.202
61 O -8.218 4.986 -5.880  C59 1.336, C62 1.432
62 C -7.134 5.138 -6.804  O61 1.432, H66 1.088, H67 1.086, H68 1.087
63 H -12.307 4.775 -5.051  C57 1.086
64 H -11.921 5.832 -6.430  C57 1.088
65 H -11.868 4.063 -6.622  C57 1.088
66 H -7.191 6.093 -7.322  C62 1.088
67 H -7.120 4.329 -7.527  C62 1.086
68 H -6.220 5.103 -6.215  C62 1.087
69 C 14.182 -2.643 7.484  O70 1.430, H75 1.086, H76 1.088, H77 1.088
70 O 13.679 -2.668 8.822  C69 1.430, C71 1.332
71 C 12.362 -2.848 8.911  O70 1.332, O72 1.204, O73 1.332
72 O 11.605 -2.984 7.985  C71 1.204
73 O 12.026 -2.851 10.200  C71 1.332, C74 1.430
74 C 10.630 -3.038 10.444  O73 1.430, H78 1.088, H79 1.088, H80 1.086
75 H 15.253 -2.492 7.570  C69 1.086
76 H 13.980 -3.588 6.981  C69 1.088
77 H 13.736 -1.824 6.922  C69 1.088
78 H 10.297 -3.997 10.052  C74 1.088
79 H 10.051 -2.234 9.993  C74 1.088
80 H 10.510 -3.019 11.523  C74 1.086
81 C 2.928 -6.378 4.035  O82 1.431, H87 1.086, H88 1.088, H89 1.088
82 O 1.683 -6.993 3.687  C81 1.431, C83 1.331
83 C 0.979 -6.320 2.780  O82 1.331, O84 1.204, O85 1.333
84 O 1.306 -5.288 2.254  C83 1.204
85 O -0.152 -6.987 2.550  C83 1.333, C86 1.429
86 C -1.011 -6.372 1.586  O85 1.429, H90 1.088, H91 1.088, H92 1.086
87 H 3.395 -7.027 4.769  C81 1.086
88 H 3.570 -6.294 3.160  C81 1.088
89 H 2.763 -5.394 4.469  C81 1.088
90 H -0.513 -6.297 0.621  C86 1.088
91 H -1.316 -5.383 1.921  C86 1.088
92 H -1.880 -7.019 1.504  C86 1.086
93 C -8.159 1.894 -6.749  O94 1.429, H99 1.087, H100 1.087, H101 1.090
94 O -8.138 0.465 -6.735  C93 1.429, C95 1.333
95 C -8.066 -0.092 -7.944  O94 1.333, O96 1.203, O97 1.333
96 O -8.013 0.498 -8.990  C95 1.203
97 O -8.062 -1.417 -7.792  C95 1.333, C98 1.430
98 C -7.987 -2.147 -9.020  O97 1.430, H102 1.088, H103 1.088, H104 1.086
99 H -8.213 2.233 -5.718  C93 1.087
100 H -7.248 2.276 -7.201  C93 1.087
101 H -9.031 2.256 -7.293  C93 1.090
102 H -7.069 -1.908 -9.553  C98 1.088
103 H -8.846 -1.926 -9.650  C98 1.088
104 H -7.992 -3.197 -8.744  C98 1.086
105 C 5.708 -0.260 7.841  O106 1.429, H111 1.086, H112 1.089, H113 1.089
106 O 4.592 0.362 7.202  C105 1.429, C107 1.335
107 C 4.041 -0.369 6.231  O106 1.335, O108 1.205, O109 1.329
108 O 4.408 -1.463 5.885  C107 1.205
109 O 3.027 0.316 5.713  C107 1.329, C110 1.435
110 C 2.346 -0.365 4.650  O109 1.435, H114 1.089, H115 1.084, H116 1.086
111 H 6.049 0.441 8.598  C105 1.086
112 H 5.409 -1.196 8.311  C105 1.089
113 H 6.506 -0.448 7.125  C105 1.089
114 H 1.905 -1.292 5.013  C110 1.089
115 H 3.027 -0.571 3.832  C110 1.084
116 H 1.562 0.304 4.308  C110 1.086

Atomic partial charges in e from the Löwdin method, atoms 1 to 4: atom 1 (C): 0.112, atom 2 (C): -0.157, atom 3 (C): -0.184, atom 4 (C): -0.160